16
Properties=species:S:1:pos:R:3:forces:R:3 method="wB97M-V/def2-TZVPD" fmax_ev_per_a=2.17 smiles=CN[C@H](C)C[S-] charge=-1 energy_ev=-16635.83134
C -1.612 0.868 0.424 -0.46 0.25 -0.13
N -0.376 0.545 1.108 -0.53 0.45 -0.02
C 0.603 -0.211 0.329 0.71 0.63 -1.32
C 1.175 0.556 -0.904 0.09 -0.59 0.55
C 0.110 -1.598 -0.109 0.55 -0.22 2.09
S 1.496 -2.819 -0.253 -0.30 0.36 -0.60
H -2.210 -0.037 0.319 -0.17 0.09 0.03
H -1.541 1.330 -0.573 0.40 -0.24 -0.18
H -2.168 1.633 0.984 -0.02 -0.44 0.26
H 0.029 1.428 1.387 0.33 -0.02 0.10
H 1.451 -0.354 0.997 -0.02 -0.28 0.05
H 1.740 1.445 -0.625 -0.03 0.21 0.16
H 1.885 -0.153 -1.340 -0.11 0.11 -0.28
H 0.414 0.840 -1.632 -0.04 -0.13 -0.03
H -0.608 -1.539 -0.928 0.14 -0.10 -0.20
H -0.388 -1.933 0.815 -0.54 -0.08 -0.51

=====

16
Properties=species:S:1:pos:R:3:forces:R:3 method="wB97M-V/def2-TZVPD" fmax_ev_per_a=3.96 smiles=C[C@H]1[C@H]([NH3+])[C@@H]1S charge=+1 energy_ev=-16626.41367
C -1.944 -0.566 -0.793 -1.58 0.13 -0.42
C -0.479 -0.382 -0.622 2.78 -0.28 0.20
C 0.107 0.846 0.025 0.58 -2.84 0.38
N 1.503 1.178 -0.249 3.71 0.15 0.02
C -0.028 -0.610 0.791 1.77 2.62 -2.38
S 1.495 -1.357 1.218 0.39 -0.57 -0.58
H -2.025 -1.683 -0.606 -0.70 1.07 -1.54
H -2.301 0.020 -1.709 0.33 -1.93 0.63
H -2.693 -0.185 -0.039 1.58 0.14 0.00
H 0.266 -0.853 -1.344 -1.53 0.49 0.36
H -0.466 1.680 0.165 -1.61 1.78 0.82
H 1.794 1.071 -1.327 -0.61 0.47 3.11
H 2.088 0.410 0.397 -1.05 0.69 -1.79
H 1.973 2.083 0.221 -2.03 -1.96 -1.73
H -0.801 -0.765 1.425 -2.12 -0.11 2.17
H 1.512 -0.887 2.447 0.08 0.16 0.76

=====

16
Properties=species:S:1:pos:R:3:forces:R:3 method="wB97M-V/def2-TZVPD" fmax_ev_per_a=3.76 charge=+1 spin_multiplicity=3 energy_ev=-16621.47909
C 1.854 -0.671 -0.207 -1.68 -0.53 -0.43
C 1.386 0.269 -1.314 -0.19 -2.58 0.71
C -1.801 0.502 0.893 -0.63 0.40 -0.97
C -0.962 -0.592 0.220 0.88 2.01 -1.14
N 0.557 0.073 -0.077 -0.30 -0.26 0.42
S -0.716 -2.044 1.167 -0.98 -2.96 -2.09
H 1.627 -1.761 -0.262 0.76 1.00 -0.19
H 2.617 -0.322 0.489 -0.10 -0.24 -0.27
H 2.035 1.110 -1.385 -0.37 1.01 -0.11
H 0.943 -0.175 -2.225 0.36 0.48 0.69
H -1.081 1.124 1.378 0.11 0.40 1.32
H -2.530 0.055 1.582 0.34 0.36 -0.01
H -2.336 1.242 0.220 0.55 -1.40 0.27
H -1.253 -0.745 -0.801 -0.28 -0.80 -0.21
H 0.534 0.781 0.620 0.76 1.08 0.41
H -0.379 -1.402 2.466 0.78 2.04 1.60

=====

15
Properties=species:S:1:pos:R:3:forces:R:3 method="wB97M-V/def2-TZVPD" fmax_ev_per_a=3.29 energy_ev=-6353.42596
C -0.788 -1.314 0.262 -1.81 0.25 -2.06
C 0.042 -0.096 0.427 0.22 -0.76 0.70
C -0.828 1.084 0.466 -1.32 -0.50 -1.39
C 1.183 0.006 -0.577 -0.32 -0.48 0.08
O 1.976 1.142 -0.288 0.15 0.11 -0.14
H -1.494 -1.455 1.088 0.17 0.00 -0.18
H -0.170 -2.226 0.111 -0.80 0.33 -0.43
H -1.745 -0.657 -0.718 1.77 -2.31 1.34
H 0.352 -0.559 1.398 0.86 1.42 0.27
H -0.320 2.056 0.326 -0.56 -0.52 -0.25
H -1.723 0.450 -0.608 1.55 2.34 1.71
H -1.565 1.107 1.270 0.20 0.00 0.00
H 0.759 0.063 -1.595 -0.01 0.03 0.24
H 1.777 -0.918 -0.515 0.00 0.11 -0.07
H 2.543 1.316 -1.049 -0.10 -0.01 0.19